# 1
Below is C12H22BCl4CsF4O4S as an isolated structure, with properties calculated with ωB97M-V/def2-TZVPD.

```
! wB97M-V def2-TZVPD RIJCOSX def2/J DEFGRID3
* xyz 0 1
Cs 3.11785 3.81352 -1.26573
B 1.69469 0.57580 -1.35822
F 1.63325 1.47426 -0.22644
F 0.36610 0.35993 -1.76660
F 2.37042 1.27935 -2.38846
F 2.29024 -0.60505 -0.97494
C -1.48613 -2.27075 1.94813
C -1.50079 -1.48728 0.64534
C -1.14696 -0.05321 0.98911
S -1.91918 0.27887 2.56727
O -3.18784 0.91652 2.35422
O -0.95842 0.89012 3.46045
C -2.21237 -1.45104 3.00215
H -0.45081 -2.44569 2.26811
H -1.87799 -3.28227 1.83302
H -2.46138 -1.60080 0.13135
H -0.79945 -1.86237 -0.10169
H -1.44594 0.72725 0.29690
H -0.06649 -0.03678 1.12668
H -3.29799 -1.52609 2.89938
H -1.95039 -1.61750 4.04235
O -4.15233 2.41752 -3.22112
C -3.06446 2.67654 -2.80883
O -2.78139 2.74797 -1.48508
C -1.51519 3.36182 -1.26704
C -0.72829 3.24879 -2.58801
C -1.84118 3.05345 -3.62503
H -0.99971 2.85222 -0.45217
H -1.67525 4.40203 -0.97661
H -0.04386 2.41038 -2.61623
H -0.23212 4.21702 -2.71548
H -1.54926 2.28458 -4.33292
H -2.12496 3.95600 -4.16602
Cl 1.74330 -5.14873 -0.09907
C 1.48696 -3.43297 -0.54488
C 0.84764 -3.28460 -1.90317
Cl -0.73155 -4.11381 -2.04459
H 2.47847 -2.99257 -0.57080
H 0.86964 -2.97293 0.22247
H 1.48736 -3.68175 -2.68896
H 0.67689 -2.23370 -2.13009
Cl 4.36497 1.13389 1.43192
C 3.86155 -0.01661 2.71415
C 2.42651 -0.46844 2.42283
Cl 1.95485 -1.63253 3.68313
H 3.92357 0.49830 3.66456
H 4.53301 -0.86769 2.66805
H 2.32772 -0.86653 1.41738
H 1.74672 0.37553 2.52925
*
```

For the gap between HOMO and LUMO, the calculation gives 8.79 eV. Its HOMO energy is -9.948 eV. The energy relative to the best compared isomer or geometry (same formula, charge and spin) is 4.3 kcal/mol. The lowest unoccupied orbital energy is -1.154 eV.

# 2
Below is a 3-piece molecular cluster, C12H22BClIO5 overall, with properties calculated with ωB97M-V/def2-TZVPD.

```
! wB97M-V def2-TZVPD RIJCOSX def2/J DEFGRID3
* xyz -1 1
O 3.31045 2.83087 2.73995
C 3.11803 2.90896 1.49803
Cl 4.21185 1.91494 0.40965
C 1.95853 3.90088 0.95586
B 0.60209 3.81926 1.93641
O -0.56960 3.98650 1.01183
C -1.16109 2.68124 0.69336
C -0.10163 1.68043 1.45163
I -1.02363 -0.21837 2.12160
O 0.27488 2.53314 2.57112
H 2.35198 4.96081 0.81529
H 1.60040 3.50474 -0.07313
H 0.58736 4.82071 2.57583
H -2.19651 2.79956 1.19306
H -1.15137 2.56150 -0.45645
H 0.81771 1.40823 0.80547
C 1.17905 -4.64100 3.29626
C 2.15028 -4.90603 2.16742
C 1.23335 -4.92094 0.95976
O 0.14829 -4.03262 1.25192
C 0.19163 -3.69278 2.64512
H 1.64626 -4.22199 4.18915
H 0.67430 -5.57165 3.57817
H 2.86057 -4.07677 2.08700
H 2.71784 -5.83147 2.28330
H 0.81379 -5.91926 0.79127
H 1.73743 -4.59636 0.04625
H 0.52685 -2.65396 2.72622
H -0.81018 -3.76990 3.07412
C -1.59833 1.30377 -4.65878
C -3.04819 1.02450 -4.33257
C -2.93178 0.18211 -3.07715
O -1.74495 0.61048 -2.39876
C -0.98870 1.45254 -3.27870
H -1.45049 2.18411 -5.28699
H -1.15977 0.44024 -5.17030
H -3.56487 1.96307 -4.10621
H -3.59093 0.52121 -5.13510
H -2.81453 -0.87974 -3.31999
H -3.79359 0.29477 -2.41517
H -1.07659 2.48211 -2.91496
H 0.06385 1.16217 -3.25082
*
```

For the gap between HOMO and LUMO, the calculation gives 7.38 eV. Its HOMO energy is -4.712 eV. The lowest unoccupied orbital energy is 2.670 eV.

# 3
Below is C12H22BrN3O2PtSe2 as an isolated structure, with properties calculated with ωB97M-V/def2-TZVPD.

```
! wB97M-V def2-TZVPD RIJCOSX def2/J DEFGRID3
* xyz 0 1
Pt -0.47028 -0.28295 -0.46461
O 1.97803 -2.26542 3.67623
C 2.38497 -1.75245 2.40067
C 2.28304 -0.23383 2.41874
C 3.27230 0.36590 3.44136
O 3.08464 -0.03763 4.78423
C 0.88344 0.24873 2.79251
Se -0.66057 -0.55588 1.90406
C 2.71516 0.33819 1.06399
Se 1.91540 -0.38643 -0.56473
H 1.78036 -3.20027 3.58933
H 1.74547 -2.14683 1.61047
H 3.42244 -2.04326 2.19361
H 3.16393 1.45481 3.42479
H 4.29443 0.13309 3.11132
H 2.74049 -0.94143 4.77510
H 0.83709 1.32698 2.63815
H 0.69747 0.05577 3.84777
H 3.78196 0.15532 0.91329
H 2.56952 1.41826 1.07557
N -2.57452 -0.94486 -0.52953
C -3.67824 -0.16257 0.06766
C -3.71035 1.27974 -0.41054
N -2.45480 1.93566 -0.11065
H -2.80861 -1.19851 -1.48361
H -2.44892 -1.80416 -0.00376
H -3.52505 -0.18335 1.14750
H -4.64488 -0.62621 -0.14673
H -4.59402 1.74608 0.04446
H -3.85817 1.30529 -1.49567
H -2.23369 1.91877 0.87828
H -2.42126 2.89282 -0.43461
Br -0.17110 0.61816 -7.14750
C -0.26776 0.35357 -5.28560
C -0.32289 1.44162 -4.43205
C -0.39351 1.20095 -3.07270
N -0.41677 -0.03222 -2.55961
C -0.34559 -1.07403 -3.39363
C -0.27526 -0.92926 -4.76694
H -0.30402 2.45393 -4.80734
H -0.42710 2.00624 -2.35253
H -0.32684 -2.05122 -2.93009
H -0.21592 -1.79712 -5.40668
*
```

For the gap between HOMO and LUMO, the calculation gives 6.50 eV. Its HOMO energy is -6.701 eV. The energy relative to the best compared isomer or geometry (same formula, charge and spin) is 7.5 kcal/mol. The lowest unoccupied orbital energy is -0.198 eV.

Number 1: strongest force on any atom 0.0264 hartree/bohr. Number 2: strongest force on any atom 0.1113 hartree/bohr. Number 3: strongest force on any atom 0.0102 hartree/bohr.